[1]
Density functional theory data (ωB97M-V with the def2-TZVPD basis set) for a 2-piece molecular cluster, C17H24N4O7 overall in a non-equilibrium geometry.

gap between HOMO and LUMO: 8.65 eV
SMILES: CNC(=O)[C@H](CCC(N)=O)NC(C)=O.O=C(O)CCC(=O)c1ccc(=O)[nH]c1

Last column: Löwdin charge in e.
Element x y z (Å)
C: 6.99 -5.01 0.12  -0.052
N: 5.82 -4.37 -0.49  0.024
C: 5.15 -3.34 0.06  -0.456
O: 5.45 -2.88 1.15  0.051
C: 3.97 -2.74 -0.74  -0.209
C: 2.68 -2.70 0.10  -0.122
C: 1.54 -1.86 -0.52  -0.090
C: 1.79 -0.35 -0.51  -0.564
N: 0.78 0.45 -0.72  0.177
O: 2.88 0.15 -0.31  0.038
N: 3.71 -3.40 -2.02  0.092
C: 4.27 -3.13 -3.20  -0.562
C: 5.25 -1.98 -3.33  0.015
O: 4.00 -3.81 -4.18  0.031
H: 7.47 -4.34 0.83  0.085
H: 6.68 -5.91 0.64  0.082
H: 7.71 -5.27 -0.66  0.081
H: 5.52 -4.69 -1.39  0.125
H: 4.27 -1.71 -0.92  0.133
H: 2.32 -3.73 0.23  0.120
H: 2.89 -2.30 1.09  0.124
H: 1.35 -2.18 -1.54  0.118
H: 0.63 -2.05 0.06  0.117
H: 0.99 1.43 -0.75  0.117
H: -0.15 0.07 -0.89  0.058
H: 3.04 -4.15 -2.04  0.153
H: 6.09 -2.13 -2.65  0.081
H: 5.62 -1.94 -4.35  0.086
H: 4.74 -1.04 -3.10  0.087
O: -7.43 4.07 3.43  0.096
C: -7.17 5.26 3.27  -0.499
O: -7.74 6.23 4.01  0.111
C: -6.12 5.69 2.26  -0.084
C: -5.06 4.61 1.95  -0.108
C: -5.50 3.53 0.95  -0.344
O: -6.56 3.66 0.34  0.076
C: -4.57 2.46 0.56  -0.126
C: -3.25 2.32 1.21  0.019
C: -2.37 1.35 0.77  0.023
C: -2.76 0.48 -0.32  -0.474
O: -1.98 -0.33 -0.79  0.014
N: -4.02 0.59 -0.87  0.149
C: -4.92 1.58 -0.46  0.041
H: -8.36 5.77 4.59  0.128
H: -5.61 6.57 2.69  0.121
H: -6.62 6.02 1.35  0.129
H: -4.75 4.14 2.88  0.123
H: -4.18 5.11 1.52  0.128
H: -2.95 2.96 2.03  0.111
H: -1.40 1.23 1.21  0.115
H: -4.24 -0.03 -1.64  0.168
H: -5.89 1.66 -0.94  0.142

[2]
Density functional theory data (ωB97M-V with the def2-TZVPD basis set) for one molecule with the formula C4H10N2S in a non-equilibrium geometry.

gap between HOMO and LUMO: 9.81 eV
SMILES: N/N=C\CCCS

Last column: Löwdin charge in e.
Element x y z (Å)
N: -1.65 -1.47 0.81  0.024
N: -1.67 -1.01 -0.51  -0.046
C: -1.48 0.18 -0.83  -0.265
C: -1.30 1.32 0.08  -0.225
C: 0.17 1.70 0.08  -0.249
C: 1.21 0.60 0.66  -0.543
S: 2.19 -0.67 -0.27  0.623
H: -1.40 -2.42 0.72  0.062
H: -1.11 -0.90 1.48  0.071
H: -1.71 0.34 -1.80  0.075
H: -1.93 1.11 1.01  0.136
H: -1.55 2.41 -0.51  0.174
H: 0.41 2.28 -0.88  0.131
H: 0.11 2.47 0.88  0.106
H: 0.70 0.10 1.37  -0.015
H: 2.07 1.08 1.09  0.031
H: 0.98 -1.13 -0.98  -0.090

[3]
Density functional theory data (ωB97M-V with the def2-TZVPD basis set) for a 2-piece molecular cluster, C2H7NS2 overall in a non-equilibrium geometry.

gap between HOMO and LUMO: 9.25 eV
SMILES: C=N.CSS

Last column: Löwdin charge in e.
Element x y z (Å)
C: 1.70 1.10 1.89  -0.187
N: 1.20 1.99 1.14  0.012
H: 2.03 0.12 1.50  0.032
H: 2.13 1.28 2.88  0.070
H: 0.63 2.61 1.74  0.050
C: -0.24 -1.34 1.11  -0.484
S: 0.28 -0.60 -0.47  0.345
S: -1.45 -0.27 -1.68  0.294
H: -0.61 -0.51 1.72  0.020
H: -1.02 -2.09 0.95  0.022
H: 0.55 -1.79 1.70  0.030
H: -1.73 0.94 -1.14  -0.206

[4]
Density functional theory data (ωB97M-V with the def2-TZVPD basis set) for a 2-piece molecular cluster, C3H6OS2 overall in a non-equilibrium geometry.

gap between HOMO and LUMO: 7.94 eV

Last column: Löwdin charge in e.
Element x y z (Å)
C: -1.75 -0.84 -0.15  -0.395
C: 1.26 -0.79 0.16  -1.096
C: 0.97 0.77 0.45  -0.421
H: -2.57 -1.34 -0.69  0.034
H: -2.41 -0.70 0.85  0.105
H: -1.47 0.01 -0.74  -0.006
H: 1.89 1.16 0.62  0.037
H: 0.46 0.79 1.40  0.104
H: 0.89 2.36 -1.08  0.327
O: 0.11 1.38 -0.47  -0.196
S: -0.18 -1.74 -0.11  0.853
S: 2.81 -1.06 -0.25  0.654

Electronic energy values, unit eV, following the record order: -38313.718; -18122.220; -25346.320; -26921.971.
Energy relative to the best compared isomer or geometry (same formula, charge and spin) values, unit eV, following the record order: 0.000; 3.365; 1.727; 4.472.